The following is a quantum chemistry calculation of a molecular structure, C5H11N3 at a distorted geometry, from the OMol25 dataset.

**E_HOMO**: -6.47 eV
**Spin multiplicity**: 1

Each line ends with the Löwdin charge.
CARTESIAN COORDINATES (ANGSTROEM)
C1 0.440 -0.805 -1.658  -0.123
C2 1.875 0.959 0.182  -0.104
C3 -0.480 0.859 1.997  -0.030
C4 -1.103 -1.080 0.552  -0.210
C5 -0.291 0.042 0.748  -0.373
N1 -0.681 -0.569 -2.436  0.039
N2 0.636 0.307 -0.182  -0.103
N3 -2.340 -1.270 0.604  0.056
H1 -2.622 -2.251 0.629  0.032
H2 -1.551 -0.855 -2.006  0.069
H3 -0.757 0.378 -2.780  0.092
H4 0.498 -1.824 -1.286  0.099
H5 1.354 -0.466 -2.132  0.091
H6 2.460 0.371 0.900  0.086
H7 2.486 1.106 -0.710  0.074
H8 1.683 1.943 0.618  0.072
H9 0.051 0.401 2.835  0.084
H10 -0.116 1.878 1.879  0.072
H11 -1.542 0.877 2.247  0.078

---

The following is a quantum chemistry calculation of C4H3ClO2 in the gas phase at a distorted geometry, from the OMol25 dataset.

**E_HOMO**: -8.67 eV
**Spin multiplicity**: 1

Each line ends with the Löwdin charge.
CARTESIAN COORDINATES (ANGSTROEM)
O1 1.524 -1.515 1.183  0.170
C1 1.564 -0.529 0.531  -0.200
C2 1.254 0.358 -0.345  -0.083
C3 -0.117 0.103 -0.902  -0.084
C4 -1.175 0.052 0.025  -0.720
O2 -1.229 0.314 1.302  0.080
Cl1 -2.839 -0.099 -0.576  0.663
H1 1.787 1.095 -0.888  0.101
H2 -0.361 -0.058 -1.888  0.067
H3 -0.407 0.279 1.558  0.005

---

The following is a quantum chemistry calculation of 9 unconnected molecules or ions with the total composition C18H54O18 at a distorted geometry, from the OMol25 dataset.

**E_HOMO**: -9.53 eV
**Spin multiplicity**: 1

Each line ends with the Löwdin charge.
CARTESIAN COORDINATES (ANGSTROEM)
O1 10.270 3.886 2.509  -0.055
C1 8.904 3.536 2.556  -0.266
C2 8.672 2.199 1.913  -0.248
O2 9.022 1.138 2.795  -0.059
H1 10.354 4.799 2.795  0.082
H2 8.387 3.603 3.517  0.124
H3 8.358 4.267 1.934  0.117
H4 9.175 2.066 0.951  0.113
H5 7.602 2.104 1.724  0.106
H6 9.984 1.081 2.813  0.085
O3 14.006 -1.257 0.115  -0.101
C3 15.246 -0.979 0.809  -0.189
C4 15.250 0.447 1.344  -0.242
O4 14.177 0.678 2.237  -0.057
H7 14.172 -1.063 -0.825  0.071
H8 15.264 -1.696 1.628  0.125
H9 16.096 -1.089 0.131  0.123
H10 15.113 1.157 0.520  0.101
H11 16.189 0.583 1.879  0.125
H12 13.387 0.354 1.783  0.076
O5 13.782 -0.306 -2.752  -0.081
C5 14.524 0.693 -3.486  -0.202
C6 14.975 1.711 -2.498  -0.201
O6 13.854 2.581 -2.229  -0.091
H13 13.098 -0.684 -3.318  0.091
H14 15.385 0.092 -3.801  0.131
H15 13.998 1.127 -4.333  0.096
H16 15.752 2.310 -2.987  0.127
H17 15.429 1.288 -1.599  0.107
H18 14.252 3.322 -1.753  0.108
O7 11.789 3.582 -7.617  -0.085
C7 10.708 2.786 -7.105  -0.192
C8 11.105 1.343 -6.933  -0.245
O8 12.059 1.164 -5.913  -0.082
H19 12.150 3.215 -8.428  0.103
H20 10.345 3.260 -6.200  0.128
H21 9.983 2.829 -7.925  0.122
H22 11.594 0.967 -7.835  0.122
H23 10.239 0.690 -6.783  0.123
H24 11.638 1.304 -5.045  0.049
O9 13.105 4.882 -5.581  -0.074
C9 14.047 3.953 -5.052  -0.250
C10 15.191 3.731 -6.030  -0.278
O10 16.049 4.806 -6.071  -0.039
H25 12.554 4.397 -6.245  0.046
H26 14.474 4.410 -4.150  0.116
H27 13.568 3.023 -4.723  0.077
H28 14.729 3.516 -7.000  0.117
H29 15.747 2.827 -5.777  0.116
H30 15.602 5.599 -6.380  0.097
O11 11.300 1.998 -3.305  -0.110
C11 10.233 1.566 -2.485  -0.206
C12 10.635 0.320 -1.685  -0.256
O12 9.606 -0.137 -0.843  -0.059
H31 12.159 2.045 -2.808  0.076
H32 10.093 2.303 -1.680  0.120
H33 9.284 1.347 -2.962  0.131
H34 11.585 0.496 -1.164  0.120
H35 10.865 -0.414 -2.474  0.119
H36 9.566 -1.105 -0.928  0.102
O13 4.766 0.539 -1.089  -0.087
C13 6.144 0.491 -0.580  -0.205
C14 6.504 -0.896 -0.102  -0.257
O14 5.701 -1.318 0.997  -0.052
H37 4.716 -0.184 -1.721  0.071
H38 6.679 0.688 -1.519  0.112
H39 6.336 1.297 0.116  0.101
H40 7.486 -0.665 0.347  0.105
H41 6.576 -1.603 -0.933  0.121
H42 6.216 -1.950 1.503  0.082
O15 11.733 -2.224 1.287  -0.072
C15 11.917 -2.927 2.493  -0.266
C16 11.999 -4.412 2.275  -0.241
O16 13.196 -4.795 1.549  -0.082
H43 12.624 -2.040 0.913  0.044
H44 12.768 -2.599 3.101  0.124
H45 11.040 -2.820 3.145  0.120
H46 11.184 -4.775 1.628  0.116
H47 11.873 -5.048 3.161  0.116
H48 13.381 -5.706 1.786  0.070
O17 11.992 6.527 -0.186  -0.078
C17 10.933 6.044 -1.035  -0.225
C18 11.564 5.197 -2.113  -0.273
O18 10.553 4.810 -2.987  -0.054
H49 11.642 6.865 0.636  0.069
H50 10.275 5.429 -0.407  0.114
H51 10.379 6.888 -1.460  0.124
H52 11.986 4.297 -1.653  0.107
H53 12.394 5.789 -2.516  0.126
H54 10.785 3.962 -3.389  0.049

---

The following is a quantum chemistry calculation of 2 unconnected molecules or ions with the total composition C6H10O at a distorted geometry, from the OMol25 dataset.

**Total charge**: -1
**E_HOMO (alpha / beta)**: 0.22 / -3.09 eV
**Spin multiplicity**: 2

Each line ends with the Löwdin charge.
CARTESIAN COORDINATES (ANGSTROEM)
C1 -1.207 0.130 0.280  -0.198
C2 -1.079 1.087 -0.641  -0.132
C3 -0.296 -1.381 1.918  -0.072
C4 0.006 -0.442 0.949  -0.448
C5 1.227 -0.144 0.353  -0.269
C6 2.196 0.167 1.178  -0.071
H1 -2.100 -0.395 0.402  0.058
H2 -1.833 1.383 -1.266  -0.023
H3 -0.141 1.773 -0.670  0.069
H4 0.458 -1.825 2.519  -0.015
H5 -1.308 -1.665 2.075  -0.012
H6 1.194 -0.200 -0.825  0.133
H7 3.258 0.348 0.780  0.041
H8 2.097 0.272 2.230  0.025
H9 -0.657 1.037 -2.986  -0.045
H10 -1.208 -0.351 -2.942  -0.010
O1 -0.608 0.207 -3.354  -0.031

---

The following is a quantum chemistry calculation of 15 unconnected molecules or ions with the total composition C34H69BF4N10O4 at a distorted geometry, from the OMol25 dataset.

**E_HOMO**: -9.35 eV
**Spin multiplicity**: 1

Each line ends with the Löwdin charge.
CARTESIAN COORDINATES (ANGSTROEM)
C1 1.044 4.094 -0.086  -0.103
C2 1.262 2.740 -0.842  -0.191
C3 0.159 1.730 -0.334  -0.076
N1 0.208 0.286 -0.868  -0.215
C4 1.588 -0.229 -0.782  0.011
C5 -0.143 0.323 -2.406  -0.040
C6 -0.709 -1.118 -2.622  -0.185
C7 -1.164 -1.654 -1.320  -0.195
C8 -0.891 -0.515 -0.297  -0.098
H1 -0.008 4.348 -0.144  0.045
H2 1.723 4.999 -0.159  0.094
H3 1.144 4.027 1.054  0.069
H4 2.316 2.469 -0.883  0.066
H5 0.972 3.056 -1.871  0.081
H6 -0.812 2.144 -0.484  0.111
H7 0.335 1.637 0.633  0.064
H8 1.751 -1.313 -1.136  0.118
H9 1.858 -0.282 0.179  0.044
H10 2.215 0.390 -1.319  0.058
H11 0.768 0.703 -3.018  0.162
H12 -0.817 1.083 -2.508  0.035
H13 -0.064 -1.738 -3.171  0.074
H14 -1.639 -0.968 -3.196  0.100
H15 -0.569 -2.561 -1.138  0.105
H16 -2.226 -1.722 -1.568  0.062
H17 -0.393 -0.925 0.713  0.164
H18 -1.856 -0.099 -0.012  0.105
B1 1.631 0.790 3.473  -1.188
F1 1.335 -0.249 2.527  0.064
F2 0.553 1.262 4.223  0.130
F3 2.741 0.324 4.293  0.053
F4 2.078 1.821 2.639  0.097
C9 4.888 -3.942 -2.062  0.008
C10 3.729 -3.097 -2.504  -0.220
N2 2.863 -2.527 -2.976  0.152
H19 5.051 -4.724 -2.824  0.117
H20 5.607 -3.379 -2.078  -0.040
H21 4.711 -4.152 -1.093  0.042
C11 2.838 4.267 4.763  -0.053
C12 2.183 5.614 5.182  -0.258
N3 1.700 6.646 5.588  0.088
H22 2.520 4.220 3.697  0.071
H23 3.966 4.374 4.825  0.098
H24 2.343 3.621 5.482  0.072
C13 -5.926 0.165 -0.580  -0.003
C14 -4.566 0.338 -1.321  -0.159
N4 -3.595 0.541 -1.976  0.162
H25 -5.811 0.172 0.395  -0.004
H26 -6.645 0.903 -1.025  0.112
H27 -6.193 -0.704 -0.998  0.027
C15 5.257 1.316 0.930  -0.044
C16 5.446 0.106 0.023  -0.212
N5 5.569 -0.872 -0.660  0.123
H28 4.897 2.119 0.381  0.025
H29 4.676 1.179 1.882  0.089
H30 6.307 1.486 1.389  0.112
C17 -3.850 3.387 -3.919  -0.078
C18 -2.432 3.507 -3.347  -0.241
N6 -1.356 3.494 -3.022  0.158
H31 -4.290 2.324 -3.863  0.083
H32 -4.660 4.086 -3.581  0.081
H33 -3.843 3.828 -4.931  0.068
C19 -1.906 -1.054 3.941  -0.024
C20 -3.127 -0.780 3.005  -0.230
N7 -3.978 -0.652 2.316  0.145
H34 -2.144 -1.881 4.697  0.089
H35 -0.951 -1.228 3.417  0.066
H36 -1.823 -0.289 4.658  0.041
C21 4.916 0.192 -4.100  -0.060
C22 4.638 1.459 -3.276  -0.234
N8 4.421 2.415 -2.584  0.113
H37 5.574 -0.471 -3.694  0.012
H38 3.894 -0.388 -4.225  0.093
H39 5.086 0.724 -5.076  0.088
C23 1.506 -5.319 -3.785  -0.058
C24 0.394 -6.112 -4.476  -0.243
N9 -0.500 -6.683 -5.059  0.099
H40 0.986 -4.494 -3.695  -0.025
H41 1.559 -5.910 -2.824  0.116
H42 2.212 -5.209 -4.639  0.104
C25 -2.177 -4.833 3.684  -0.019
C26 -1.880 -4.346 2.140  -0.162
N10 -1.766 -3.930 1.040  0.110
H43 -2.077 -5.800 3.796  -0.012
H44 -1.390 -4.460 4.366  0.072
H45 -3.132 -4.362 4.046  0.089
C27 -4.756 3.310 0.151  -0.086
C28 -3.730 3.004 1.123  -0.330
O1 -3.955 3.353 2.542  -0.116
H46 -5.729 2.801 0.518  0.120
H47 -4.212 3.095 -0.835  0.099
H48 -4.962 4.232 0.232  -0.002
H49 -2.889 3.461 0.683  0.084
H50 -3.569 1.985 1.233  0.064
H51 -3.036 3.282 3.023  0.073
C29 4.160 -3.951 2.250  -0.026
C30 3.270 -2.668 2.219  -0.375
O2 2.135 -3.008 2.724  0.010
H52 5.105 -3.777 2.088  0.004
H53 3.660 -4.504 1.414  0.096
H54 4.266 -4.409 3.165  0.051
H55 3.136 -2.546 1.160  0.093
H56 3.628 -1.844 2.695  0.088
H57 1.632 -2.287 2.749  -0.002
C31 -3.483 -3.781 -2.996  -0.052
C32 -2.851 -3.899 -4.602  -0.262
O3 -3.744 -3.306 -5.506  -0.045
H58 -3.753 -2.684 -2.645  0.071
H59 -2.604 -4.058 -2.238  0.084
H60 -4.241 -4.503 -2.980  0.014
H61 -2.717 -4.986 -4.757  0.087
H62 -1.917 -3.288 -4.498  0.086
H63 -3.427 -3.536 -6.300  0.010
C33 -1.073 5.078 3.025  -0.062
C34 -0.978 4.037 4.176  -0.197
O4 -1.504 2.785 3.677  -0.015
H64 -1.204 4.692 2.012  0.040
H65 -0.347 6.114 3.047  0.147
H66 -2.004 5.534 3.015  0.020
H67 -1.498 4.331 4.932  0.052
H68 -0.009 3.968 4.633  0.089
H69 -0.908 2.231 3.849  -0.080

---

The following is a quantum chemistry calculation of 2 unconnected molecules or ions with the total composition C3H9N at a distorted geometry, from the OMol25 dataset.

**E_HOMO**: -9.56 eV
**Spin multiplicity**: 1

Each line ends with the Löwdin charge.
CARTESIAN COORDINATES (ANGSTROEM)
C1 -1.240 1.002 -0.682  -0.088
N1 -0.393 0.105 -0.957  -0.099
C2 -0.914 -1.261 -1.149  -0.137
H1 -0.909 2.037 -0.713  0.064
H2 -2.182 0.703 -0.204  0.074
H3 -0.043 -1.863 -1.384  0.064
H4 -1.498 -1.249 -2.075  0.073
H5 -1.618 -1.538 -0.359  0.074
C3 1.721 0.431 1.491  -0.069
H6 2.520 0.433 2.245  0.013
H7 2.106 -0.054 0.599  0.008
H8 1.519 1.484 1.340  0.011
H9 0.932 -0.230 1.848  0.014

---

What is the spin multiplicity in the first record? 1

---

spin multiplicity of number 5 (C34H69BF4N10O4)? 1

---

Repeat the second record exactly.
The following is a quantum chemistry calculation of C4H3ClO2 in the gas phase at a distorted geometry, from the OMol25 dataset.

**E_HOMO**: -8.67 eV
**Spin multiplicity**: 1

Each line ends with the Löwdin charge.
CARTESIAN COORDINATES (ANGSTROEM)
O1 1.524 -1.515 1.183  0.170
C1 1.564 -0.529 0.531  -0.200
C2 1.254 0.358 -0.345  -0.083
C3 -0.117 0.103 -0.902  -0.084
C4 -1.175 0.052 0.025  -0.720
O2 -1.229 0.314 1.302  0.080
Cl1 -2.839 -0.099 -0.576  0.663
H1 1.787 1.095 -0.888  0.101
H2 -0.361 -0.058 -1.888  0.067
H3 -0.407 0.279 1.558  0.005